Record 1
16
Properties=species:S:1:pos:R:3:forces:R:3 method="wB97M-V/def2-TZVPD" total_charge=0 spin_multiplicity=1 total_energy_ha=-798.04068
H -1.866466 -3.171048 0.551157 1.076 0.748 -0.458
N -0.978376 -2.843099 0.091458 -1.167 -0.608 0.456
C -0.635149 -1.669629 0.312370 1.305 0.981 -1.090
C -1.071340 -0.534857 1.175527 -3.327 0.087 -0.160
C -0.836244 0.871517 0.651497 -1.781 2.773 0.590
O -1.784837 1.676225 0.719647 1.326 -1.667 -0.150
C 0.464335 1.430036 0.286658 1.088 -0.109 -0.872
C 1.411396 0.646573 -0.233002 -1.695 -3.850 1.097
O 2.688811 0.829122 -0.469445 -0.138 2.321 0.758
S 1.029087 -1.219598 -0.496228 -0.374 0.814 0.479
H -0.449672 -0.736473 2.009695 0.551 0.391 1.392
H -2.239766 -0.484221 1.523765 2.905 -0.633 -0.947
H 0.622910 2.504328 0.215654 -0.342 -0.119 0.485
H 2.995753 0.260769 -1.143252 0.663 -1.192 -1.261
H 0.216343 1.093458 -2.932499 0.077 0.082 0.081
H 0.433220 1.346890 -2.263000 -0.167 -0.019 -0.399

Record 2
16
Properties=species:S:1:pos:R:3:forces:R:3 method="wB97M-V/def2-TZVPD" total_charge=0 spin_multiplicity=1 total_energy_ha=-798.05577
C 2.125588 -0.426088 0.046737 -0.773 -0.818 -1.408
C -0.028260 0.290055 1.220365 0.792 1.652 -1.272
C -1.650221 -0.017313 -0.631658 1.058 0.416 0.207
C -1.074276 1.041351 0.373525 -3.011 -0.156 0.646
C 0.832563 0.287790 -0.071216 -2.834 -2.064 0.097
N -0.400065 -0.800558 -1.041669 1.041 2.846 -0.108
O 2.024318 -1.725777 -0.295856 3.781 0.719 0.998
O 3.136544 0.065197 0.412289 0.941 0.433 0.368
S 0.272545 1.892746 -0.537650 0.066 0.370 0.031
H 0.292625 0.950258 2.003752 0.814 0.775 -0.049
H -0.041142 -0.626255 1.723835 -1.263 -1.904 0.196
H -2.451762 -0.630321 -0.151448 0.958 0.161 -0.284
H -2.127131 0.588840 -1.413050 0.218 -0.598 -0.251
H -1.949534 1.658778 0.845835 1.945 -0.894 -0.680
H 1.176546 -2.050650 -0.433706 -3.086 -0.321 -0.639
H -0.138338 -0.498058 -2.050078 -0.646 -0.618 2.148

Record 3
16
Properties=species:S:1:pos:R:3:forces:R:3 method="wB97M-V/def2-TZVPD" total_charge=0 spin_multiplicity=1 smiles="C=C/C(C)=C/O[N+](=O)[O-]" total_energy_ha=-474.94850
C 2.712015 0.744571 -0.178342 0.869 1.897 0.364
C 1.504011 0.953067 0.309216 -1.076 1.328 2.702
C 0.358093 0.022412 0.162190 1.217 -0.757 -1.040
C 0.632001 -1.458087 0.067716 -0.631 -2.436 0.513
C -0.785259 0.562053 -0.145803 -3.710 -0.507 0.245
O -2.085309 -0.594259 -0.236637 4.552 2.670 -0.376
N -3.220452 0.050380 -0.097921 -1.532 -0.348 1.015
O -4.125183 -0.706720 0.121204 -0.903 -0.126 -0.199
O -3.280913 1.253908 -0.119448 0.068 0.482 -0.330
H 3.520269 1.499235 0.104034 -1.010 -1.413 -0.704
H 2.855125 -0.019049 -0.924711 0.454 -0.216 0.079
H 1.253485 1.783275 1.103654 0.910 -1.386 -1.821
H -0.329028 -2.031870 0.293607 1.261 0.793 0.201
H 0.706774 -1.754158 -1.025045 0.738 0.446 1.213
H 1.494427 -1.916539 0.766148 -1.880 1.438 -1.868
H -1.210055 1.611775 -0.199865 0.672 -1.864 0.005